# 1
{
  "formula": "C3H6NO",
  "method": "ωB97M-V with the def2-TZVPD basis set",
  "elements": ["O", "C", "C", "N", "C", "H", "H", "H", "H", "H", "H"],
  "positions_angstrom": [[0.034316, 2.109595, 1.207907], [0.086917, 1.089304, 0.626727], [-0.951591, -0.497550, 0.661717], [0.064725, -0.842862, -0.464790], [0.670000, 0.497550, -0.592974], [-0.731986, -1.114779, 1.603052], [-1.894426, -0.114663, 0.343029], [0.742722, -1.434460, -0.159812], [-0.430509, -1.187032, -1.356297], [0.697277, 1.126631, -1.487121], [1.712555, 0.368266, -0.381437]],
  "forces_ev_per_a": [[0.545, -1.292, -0.756], [-3.428, -0.787, 1.223], [4.207, 1.798, 2.287], [-5.173, 2.239, -2.887], [2.209, 0.962, -0.070], [-1.088, 0.750, -1.713], [-0.733, -0.640, -0.321], [2.142, -2.721, 0.919], [1.173, 0.303, 1.597], [-0.854, -0.579, -0.294], [1.000, -0.032, 0.014]],
  "lumo_energy_ev": -4.12,
  "e_homo_ha": -0.5343,
  "gap_ev": 10.41,
  "de_lowest_kj_mol": 186.3,
  "charge": 1,
  "energy_ha": -247.54512
}



# 2
{
  "formula": "C3H6NO2",
  "method": "ωB97M-V with the def2-TZVPD basis set",
  "elements": ["O", "C", "O", "H", "C", "C", "N", "H", "H", "H", "H", "H"],
  "positions_angstrom": [[-1.254342, -1.072091, -2.398854], [-0.845562, -1.959174, -1.593412], [-0.112980, -1.706238, -0.549610], [-1.120226, -3.017989, -1.771251], [0.855662, 0.591399, 1.864944], [0.266874, 1.385004, 0.916409], [0.014021, 1.010091, -0.386463], [1.268342, -0.372817, 1.496462], [1.186260, 1.025811, 2.807564], [0.253642, 2.463094, 1.158256], [0.013256, -0.028531, -0.593369], [-0.524946, 1.681438, -0.950678]],
  "forces_ev_per_a": [[0.224, -1.626, 0.652], [1.001, 2.670, 0.935], [-1.201, -1.177, -1.793], [-0.019, -0.076, 0.003], [0.157, 0.094, -1.382], [1.493, -0.284, 0.235], [-0.208, 0.977, 0.602], [-0.641, 0.477, 0.775], [-0.134, -0.191, -0.239], [-0.759, -0.451, -0.248], [-0.369, 0.688, 0.003], [0.457, -1.101, 0.457]],
  "lumo_energy_ev": 4.30,
  "e_homo_ha": -0.1360,
  "gap_ev": 8.00,
  "de_lowest_kj_mol": 104.6,
  "charge": -1,
  "energy_ha": -323.17843
}



Question: Number 2 is which compound?
Answer: C3H6NO2